A gas-phase ion, C3H9NO2P (charge -1), computed with the ωB97M-V functional and the def2-TZVPD basis.

The geometry in XYZ format:
```
16
Properties=species:S:1:pos:R:3:forces:R:3
C 1.7849 -0.8639 -0.5509 0.867 2.354 -0.375
C -0.9641 1.6767 -0.4206 -1.215 -1.501 -2.097
C 0.9267 -0.6344 0.6857 0.036 0.653 -0.096
N -1.2380 0.8648 0.7442 -0.317 0.831 0.696
O -1.4982 -1.4748 1.6836 -0.384 -0.684 0.368
O -1.3840 -1.0979 -1.2159 1.824 0.850 6.394
P -0.9268 -0.7535 0.5310 0.324 -0.955 -6.840
H 2.0335 0.1723 -1.0990 -0.364 -2.291 1.146
H 2.7237 -1.3959 -0.2857 -0.436 0.406 -0.405
H 1.1694 -1.4190 -1.2130 -0.218 -0.710 -1.014
H 0.0104 1.2846 -0.7372 0.287 1.211 -0.087
H -1.5931 1.2676 -1.3017 0.635 0.948 1.140
H -1.1104 2.7684 -0.3119 0.509 -0.607 0.225
H 1.1947 0.3450 1.1812 -0.484 -1.212 -0.190
H 1.0661 -1.4654 1.3457 0.507 -0.347 0.833
H -2.1948 0.7254 0.9645 -1.569 1.053 0.300
```
Forces are in eV/Å.

Calculated values
ΔE to the lowest compared entry with this formula, charge and spin: 1.434 eV
structure (SMILES): CC[P@](=O)([O-])NC
2S+1: 1
total charge: -1